{"formula": "C6H23AlN8O6", "method": "the ωB97M-V functional and the def2-TZVPD basis", "symbols": ["Al", "O", "H", "C", "C", "O", "H", "H", "H", "H", "H", "H", "C", "O", "N", "N", "H", "H", "H", "H", "C", "O", "N", "N", "H", "H", "H", "H", "C", "O", "N", "N", "H", "H", "H", "H", "C", "O", "N", "N", "H", "H", "H", "H"], "coordinates": [[-0.40, -2.39, 2.35], [0.23, -0.54, 0.32], [0.31, -0.29, -0.62], [0.48, 2.02, -2.57], [0.15, 1.02, -3.68], [0.62, 1.54, -4.91], [0.11, 1.65, -1.60], [-0.03, 2.97, -2.73], [1.54, 2.24, -2.45], [-0.93, 0.88, -3.75], [0.69, 0.09, -3.49], [-0.12, 1.72, -5.50], [-2.05, -2.95, -1.17], [-1.99, -3.22, 0.03], [-1.55, -1.79, -1.69], [-2.80, -3.66, -2.07], [-1.26, -1.06, -1.07], [-1.74, -1.57, -2.65], [-2.72, -3.43, -3.04], [-3.12, -4.55, -1.72], [3.34, -1.45, 1.59], [2.47, -1.94, 2.33], [4.66, -1.59, 1.83], [3.03, -0.66, 0.53], [4.93, -2.08, 2.67], [5.32, -1.12, 1.24], [2.02, -0.52, 0.43], [3.70, -0.52, -0.20], [-2.91, 0.56, 1.00], [-2.69, -0.62, 1.35], [-1.91, 1.37, 0.58], [-4.16, 1.04, 0.82], [-2.10, 2.34, 0.39], [-0.98, 0.99, 0.50], [-4.98, 0.54, 1.10], [-4.17, 1.92, 0.34], [0.70, 1.35, 3.28], [-0.22, 0.52, 3.45], [1.27, 2.05, 4.28], [1.27, 1.51, 2.06], [0.77, 2.27, 5.12], [2.14, 2.50, 4.06], [2.17, 1.94, 1.95], [0.93, 0.92, 1.31]], "lowdin_charge": [1.40, -0.32, -0.01, -0.08, -0.33, -0.06, 0.03, 0.08, 0.08, 0.11, 0.10, 0.09, -0.60, -0.02, 0.19, 0.20, 0.05, 0.11, 0.11, 0.13, -0.62, -0.05, 0.20, 0.20, 0.13, 0.12, 0.04, 0.13, -0.58, 0.03, 0.21, 0.21, 0.13, 0.04, 0.13, 0.12, -0.59, 0.02, 0.20, 0.22, 0.13, 0.12, 0.13, 0.04], "charge": 2, "homo_lumo_gap_ev": 2.610, "e_tot_ev": -37380.1890}



{"formula": "C4H5N2", "method": "the ωB97M-V functional and the def2-TZVPD basis", "symbols": ["C", "N", "C", "C", "C", "N", "H", "H", "H", "H", "H"], "coordinates": [[1.33, 0.77, 2.32], [2.24, -0.08, 1.98], [1.09, -0.09, 1.21], [0.35, -0.60, 0.10], [-0.59, 0.27, -0.80], [-1.18, -0.80, -0.26], [1.06, 1.70, 2.68], [0.86, -1.41, -0.54], [-0.84, 1.30, -0.41], [-0.41, 0.25, -1.90], [-1.03, -1.73, -0.58]], "lowdin_charge": [0.16, 0.30, -0.02, -0.13, -0.14, 0.10, 0.13, 0.18, 0.15, 0.15, 0.11], "de_lowest_kcal_mol": 98.5, "charge": 1, "homo_lumo_gap_ev": 9.524, "e_tot_ev": -7196.2825}